No. 1
C3ClO4 | the ωB97M-V functional and the def2-TZVPD basis

Last column: Löwdin charge in e.
CARTESIAN COORDINATES (ANGSTROEM)
C (2.231, -0.744, -0.003)  -0.550
C (-1.710, 1.025, -0.003)  -0.704
C (-0.455, 0.373, -0.048)  -0.489
O (-1.289, 0.654, 1.180)  -0.040
O (2.579, 0.201, -0.596)  0.145
O (-2.602, 1.607, -0.589)  0.025
O (2.021, -1.714, 0.509)  0.172
Cl (-0.774, -1.401, -0.449)  0.441

Atoms 1-3, force components in eV/Å:
C 1.318 4.569 -3.001
C -0.169 0.375 -1.911
C 1.474 -0.446 -0.738

As for the total energy: -875.4814 Eh. The energy relative to the best compared isomer or geometry (same formula, charge and spin) is 0.966 eV. Its spin multiplicity is 1. The net charge is -1. The calculation puts the LUMO energy at 3.550 eV.

=====

No. 2
C4H9NO2 | the ωB97M-V functional and the def2-TZVPD basis

Last column: Löwdin charge in e.
CARTESIAN COORDINATES (ANGSTROEM)
C (0.810, -1.109, -2.516)  -0.117
N (0.440, -0.093, -1.637)  -0.108
C (0.845, 1.074, -1.708)  -0.013
C (-0.202, 0.903, 1.178)  -0.233
O (-0.551, -0.277, 0.824)  0.006
O (-0.542, 1.099, 2.427)  -0.121
C (-1.205, 0.109, 3.202)  -0.080
H (1.453, -0.716, -3.276)  0.072
H (-0.042, -1.562, -2.979)  0.083
H (1.292, -1.930, -2.023)  0.086
H (-0.252, -0.331, -0.159)  0.050
H (0.572, 1.859, -1.043)  0.048
H (1.497, 1.386, -2.492)  0.074
H (-1.380, 0.525, 4.183)  0.087
H (-0.601, -0.779, 3.292)  0.082
H (-2.134, -0.157, 2.728)  0.083

Atoms 1-3, force components in eV/Å:
C 0.503 -0.473 -0.976
N -1.612 -0.517 2.361
C 0.635 1.079 -0.966

As for the total energy: -362.9421 Eh. The energy relative to the best compared isomer or geometry (same formula, charge and spin) is 3.903 eV. Its spin multiplicity is 1. The net charge is 0. The calculation puts the LUMO energy at 1.000 eV.

=====

No. 3
C5H9NO4 | the ωB97M-V functional and the def2-TZVPD basis

Last column: Löwdin charge in e.
CARTESIAN COORDINATES (ANGSTROEM)
C (2.446, 1.208, -1.367)  -0.057
C (1.204, 0.491, -0.897)  -0.275
C (1.358, -1.005, -0.744)  -0.237
O (2.240, -1.256, 0.341)  -0.059
H (2.266, -2.217, 0.497)  0.097
C (0.080, 1.156, -0.606)  -0.035
C (-1.064, 0.626, 0.163)  -0.313
O (-1.476, 1.197, 1.285)  -0.014
O (-4.651, -2.153, 3.274)  0.066
N (-4.754, -1.074, 2.702)  -0.135
O (-5.740, -0.580, 2.169)  0.070
H (3.217, 0.486, -1.689)  0.081
H (2.190, 1.870, -2.215)  0.086
H (2.891, 1.847, -0.579)  0.093
H (0.394, -1.509, -0.594)  0.113
H (1.795, -1.388, -1.680)  0.122
H (0.052, 2.209, -0.890)  0.121
H (-1.677, -0.117, -0.364)  0.129
H (-0.773, 0.209, 1.193)  0.149

Atoms 1-3, force components in eV/Å:
C 0.168 0.316 -0.468
C -0.051 -0.208 0.185
C -0.202 0.186 -0.008

As for the total energy: -551.3321 Eh. The energy relative to the best compared isomer or geometry (same formula, charge and spin) is 9.734 eV. Its spin multiplicity is 1. The net charge is 0. The calculation puts the LUMO energy (spin up / spin down) at -0.281 / -2.316 eV.

=====

No. 4
C10H28N2O3 | the ωB97M-V functional and the def2-TZVPD basis

Last column: Löwdin charge in e.
CARTESIAN COORDINATES (ANGSTROEM)
C (-4.369, -7.419, -1.083)  -0.113
O (-3.864, -7.895, -2.299)  -0.170
C (-4.266, -7.162, -3.419)  -0.210
C (-5.650, -7.567, -3.930)  -0.435
C (-5.864, -9.031, -4.230)  -0.045
N (-6.045, -6.733, -5.072)  0.034
H (-3.855, -6.503, -0.765)  0.091
H (-4.229, -8.123, -0.262)  0.089
H (-5.449, -7.243, -1.123)  0.083
H (-4.360, -6.087, -3.193)  0.127
H (-3.502, -7.263, -4.192)  0.123
H (-6.343, -7.295, -3.116)  0.124
H (-5.419, -9.677, -3.468)  0.082
H (-5.287, -9.318, -5.118)  0.074
H (-6.909, -9.310, -4.335)  0.080
H (-5.891, -5.747, -4.896)  0.087
H (-7.016, -6.837, -5.336)  0.092
C (-0.339, -11.566, -10.371)  -0.123
O (-1.412, -11.944, -11.193)  -0.188
C (-2.413, -12.691, -10.493)  -0.204
C (-2.266, -14.199, -10.656)  -0.448
C (-2.236, -14.598, -12.122)  -0.073
N (-3.379, -14.919, -10.033)  0.026
H (-0.525, -10.619, -9.848)  0.075
H (0.584, -11.468, -10.943)  0.086
H (-0.142, -12.296, -9.574)  0.086
H (-2.407, -12.449, -9.426)  0.118
H (-3.312, -12.355, -11.016)  0.131
H (-1.350, -14.589, -10.204)  0.139
H (-1.992, -15.666, -12.222)  0.076
H (-1.526, -14.094, -12.773)  0.075
H (-3.243, -14.621, -12.555)  0.078
H (-4.261, -14.470, -10.283)  0.073
H (-3.386, -14.815, -9.020)  0.070
C (-3.163, -9.021, -8.394)  -0.089
C (-3.608, -7.965, -7.405)  -0.341
O (-4.963, -7.632, -7.685)  -0.108
H (-3.545, -8.957, -9.407)  0.078
H (-3.558, -9.959, -7.987)  0.070
H (-2.072, -9.060, -8.394)  0.064
H (-2.983, -7.059, -7.477)  0.106
H (-3.499, -8.242, -6.350)  0.088
H (-5.415, -7.381, -6.859)  0.023

Atoms 1-3, force components in eV/Å:
C -0.360 0.424 0.669
O 0.278 -0.513 0.132
C -0.403 0.451 -0.576

As for the total energy: -732.9671 Eh. The SMILES is COC[C@H](C)N.COC[C@H](C)N.CCO. The energy relative to the best compared isomer or geometry (same formula, charge and spin) is 0.483 eV. Its spin multiplicity is 1. The net charge is 0. The calculation puts the LUMO energy at 0.770 eV.

=====

No. 5
C4H8N2O | the ωB97M-V functional and the def2-TZVPD basis

Last column: Löwdin charge in e.
CARTESIAN COORDINATES (ANGSTROEM)
C (0.276, 0.887, 1.367)  -0.018
C (0.214, -0.013, 0.146)  -0.450
C (-0.564, 0.532, -1.050)  -0.479
N (-1.655, -0.095, -1.589)  0.171
O (-0.087, 1.508, -1.604)  0.052
C (1.471, -0.710, -0.230)  -0.107
N (0.311, -1.461, 0.257)  0.056
H (1.109, 0.596, 2.021)  0.082
H (0.450, 1.921, 1.053)  0.088
H (-0.648, 0.850, 1.954)  0.081
H (-2.305, -0.725, -1.149)  0.102
H (-1.832, 0.154, -2.551)  0.106
H (1.736, -0.851, -1.275)  0.112
H (2.331, -0.578, 0.430)  0.111
H (0.441, -1.749, 1.223)  0.094

Atoms 1-3, force components in eV/Å:
C -0.090 -0.002 -0.002
C 0.019 0.162 -0.019
C 0.362 0.156 -0.282

As for the total energy: -341.9445 Eh. The SMILES is C[C@@]1(C(N)=O)CN1. The energy relative to the best compared isomer or geometry (same formula, charge and spin) is 1.610 eV. Its spin multiplicity is 1. The net charge is 0. The calculation puts the LUMO energy at 1.025 eV.

=====

No. 6
C4H12NS2 | the ωB97M-V functional and the def2-TZVPD basis

Last column: Löwdin charge in e.
CARTESIAN COORDINATES (ANGSTROEM)
C (-1.609, 0.492, 1.953)  0.002
C (0.496, 1.645, 1.627)  0.169
N (-0.269, 0.663, 1.404)  -0.029
H (-1.652, -0.481, 2.435)  0.112
H (-2.313, 0.506, 1.124)  0.112
H (-1.806, 1.283, 2.666)  0.105
H (0.176, 2.430, 2.302)  0.126
H (1.466, 1.692, 1.151)  0.124
H (0.034, -0.086, 0.746)  0.036
C (1.501, -2.265, -0.894)  -0.424
S (-0.241, -1.841, -0.613)  0.451
S (-0.797, -0.958, -2.365)  0.490
C (-0.212, 0.743, -2.185)  -0.462
H (1.580, -3.112, -1.569)  0.042
H (2.025, -1.410, -1.315)  0.029
H (1.943, -2.525, 0.066)  0.039
H (0.835, 0.756, -1.901)  0.024
H (-0.319, 1.200, -3.166)  0.041
H (-0.838, 1.268, -1.466)  0.015

Atoms 1-3, force components in eV/Å:
C 0.077 -0.176 0.016
C -0.043 0.092 0.191
N 0.216 0.109 -0.107

As for the total energy: -1010.4657 Eh. The energy relative to the best compared isomer or geometry (same formula, charge and spin) is 0.810 eV. Its spin multiplicity is 1. The net charge is +1. The calculation puts the LUMO energy at -4.761 eV.